A cluster of 9 separate species, C38H96F6N6O18S2 in total, computed with the ωB97M-V functional and the def2-TZVPD basis.

```
166
Properties=species:S:1:pos:R:3:mulliken_charge:R:1
C 3.99 -9.51 -10.79 -0.78
O 4.94 -10.10 -9.85 -0.39
C 4.86 -11.49 -9.66 -0.53
C 5.76 -11.85 -8.55 -0.72
N 5.50 -10.96 -7.40 -0.21
H 5.27 -10.03 -7.84 0.53
H 4.59 -11.33 -7.00 0.41
C 6.62 -10.77 -6.44 -0.50
C 6.42 -9.53 -5.62 -0.52
O 5.66 -8.63 -6.37 -0.32
C 5.69 -7.22 -6.03 -0.81
H 3.01 -9.93 -10.81 0.36
H 4.34 -9.67 -11.82 0.30
H 4.03 -8.43 -10.64 0.26
H 5.03 -12.15 -10.52 0.48
H 3.82 -11.74 -9.39 0.37
H 6.83 -11.60 -8.84 0.30
H 5.84 -12.88 -8.25 0.45
H 7.54 -10.61 -7.08 0.33
H 6.76 -11.68 -5.80 0.31
H 7.35 -9.13 -5.27 0.42
H 5.77 -9.65 -4.77 0.37
H 6.66 -6.85 -6.32 0.35
H 5.55 -7.05 -4.98 0.30
H 4.96 -6.72 -6.66 0.26
C -4.03 11.75 -9.22 -0.75
O -3.45 11.51 -7.94 -0.36
C -2.14 11.94 -7.67 -0.46
C -1.90 11.53 -6.17 -0.65
N -2.70 10.30 -5.88 -0.15
H -3.58 10.35 -6.49 0.44
H -2.18 9.52 -6.18 0.40
C -2.94 10.05 -4.43 -0.69
C -3.73 8.81 -4.18 -0.48
O -3.03 7.82 -4.88 -0.36
C -3.76 6.71 -5.37 -0.72
H -3.37 11.36 -9.98 0.33
H -4.16 12.82 -9.34 0.28
H -5.02 11.28 -9.24 0.27
H -2.01 13.04 -7.75 0.36
H -1.42 11.40 -8.28 0.40
H -2.18 12.28 -5.40 0.38
H -0.86 11.31 -5.96 0.38
H -3.44 10.89 -3.90 0.39
H -1.97 9.92 -3.98 0.38
H -4.81 8.86 -4.59 0.36
H -3.74 8.57 -3.10 0.37
H -4.46 6.99 -6.20 0.31
H -4.27 6.19 -4.51 0.30
H -3.02 6.04 -5.75 0.26
C 7.05 5.74 3.89 -0.81
O 5.84 5.37 4.59 -0.32
C 6.06 4.44 5.59 -0.48
C 4.72 4.16 6.20 -0.55
N 3.75 3.64 5.15 0.53
H 2.78 4.01 5.22 0.10
H 4.09 4.08 4.34 0.55
C 3.68 2.20 4.94 1.23
C 3.37 1.37 6.21 -1.10
O 2.36 1.98 6.96 -0.22
C 1.90 0.99 7.89 -0.86
H 7.61 6.55 4.45 0.29
H 6.73 6.08 2.96 0.27
H 7.75 4.92 3.75 0.34
H 6.77 4.72 6.33 0.54
H 6.43 3.48 5.17 0.20
H 4.31 5.09 6.67 0.38
H 4.72 3.42 7.01 0.33
H 4.63 1.79 4.46 0.03
H 2.80 2.05 4.27 -1.39
H 4.32 1.16 6.76 0.53
H 3.08 0.38 5.88 0.53
H 1.14 1.45 8.47 0.33
H 2.68 0.72 8.65 0.31
H 1.56 0.11 7.39 0.30
C -12.49 -2.13 4.60 -0.31
O -11.91 -2.80 3.62 -0.29
C -11.68 -4.39 3.77 -0.58
C -10.31 -4.69 3.06 -0.65
N -10.22 -5.26 1.68 -0.16
H -10.54 -6.22 1.77 0.40
H -10.90 -4.68 1.11 0.44
C -8.90 -5.13 1.03 -0.60
C -8.93 -5.18 -0.46 -0.53
O -9.92 -4.31 -0.91 -0.38
C -9.94 -3.95 -2.37 -0.75
H -16.88 -2.72 -4.54 -0.22
H -12.62 -1.03 4.47 0.27
H -12.82 -2.73 5.39 0.28
H -12.54 -4.81 3.31 0.39
H -11.73 -4.73 4.85 0.47
H -9.74 -5.38 3.67 0.48
H -9.64 -3.82 2.93 0.34
H -8.24 -5.94 1.46 0.33
H -8.48 -4.14 1.38 0.35
H -9.01 -6.18 -0.87 0.44
H -7.94 -4.89 -0.83 0.38
H -9.73 -4.85 -2.86 0.35
H -9.14 -3.24 -2.57 0.28
H -10.93 -3.60 -2.57 0.27
C 3.71 -2.81 -1.29 -0.82
O 4.01 -3.17 0.09 -0.26
C 2.86 -3.22 0.82 -0.28
C 3.29 -3.42 2.30 -0.36
N 4.22 -2.32 2.88 0.55
H 4.09 -1.42 2.40 -0.11
H 3.90 -2.14 3.86 0.29
C 5.64 -2.60 2.74 -0.59
C 6.48 -1.40 3.34 -0.58
O 6.03 -0.10 3.07 -0.18
C 6.54 0.44 1.87 -0.71
H 2.89 -2.07 -1.40 0.31
H 3.42 -3.78 -1.65 0.36
H 4.65 -2.43 -1.68 0.23
H 2.18 -4.08 0.47 0.44
H 2.22 -2.33 0.76 0.11
H 3.79 -4.37 2.52 0.46
H 2.37 -3.31 2.85 -0.13
H 5.82 -2.82 1.66 0.35
H 5.85 -3.47 3.40 0.42
H 7.52 -1.54 3.03 0.38
H 6.36 -1.49 4.48 0.33
H 5.95 1.30 1.63 0.16
H 6.55 -0.29 1.05 0.33
H 7.58 0.74 2.01 0.34
C 0.86 6.20 5.14 -0.98
O 0.80 4.72 4.97 -0.43
C -0.33 4.20 5.61 -0.83
C -0.58 2.83 5.03 -0.38
N -0.93 2.86 3.54 0.20
H -1.58 3.61 3.33 0.54
H -0.10 3.07 2.95 0.60
C -1.52 1.58 3.04 0.15
C -2.53 1.90 1.92 -0.76
O -3.40 2.79 2.49 -0.36
C -4.62 2.91 1.78 -0.87
H 1.83 6.64 4.94 0.29
H 0.64 6.47 6.15 0.43
H 0.19 6.68 4.39 0.31
H -1.17 4.90 5.50 0.54
H -0.12 4.04 6.67 0.38
H -1.43 2.40 5.62 0.35
H 0.24 2.12 5.19 0.12
H -2.06 1.12 3.82 0.23
H -0.64 0.96 2.66 -0.28
H -3.01 0.92 1.61 0.48
H -2.03 2.33 0.99 0.32
H -5.23 3.62 2.31 0.30
H -5.25 2.04 1.78 0.33
H -4.48 3.23 0.77 0.34
C 0.31 -2.44 4.20 0.58
F 0.16 -1.76 3.17 -0.29
F -0.19 -3.65 4.09 -0.26
F 1.50 -2.39 4.68 -0.28
S -1.00 -1.42 5.62 1.00
O -1.18 -2.27 6.71 -0.66
O -0.06 -0.39 5.74 -0.36
O -2.10 -1.41 4.61 -0.67
C 1.91 0.88 0.15 0.40
F 0.82 0.20 0.39 -0.22
F 2.84 0.10 -0.39 -0.18
F 1.61 1.90 -0.65 -0.24
S 2.53 1.39 1.75 1.02
O 1.40 2.08 2.32 -0.90
O 2.74 0.06 2.33 -0.25
O 3.68 2.27 1.62 -0.80
```

Computed properties:
Charge: +4
E_tot (eV): -124684.8308
Molar mass (g mol⁻¹): 1103.3
Spin multiplicity: 1